Entry 1:
73
Properties=species:S:1:pos:R:3:forces:R:3 method="wB97M-V/def2-TZVPD" e_homo_ev="-7.814 / -7.814" relative_energy_ev=0.072 multiplicity=3 s2=2.011 energy_ev=-87740.9843 gap_ev="7.2 / 5.0"
W 0.219257 0.880772 0.418604 0.33 -2.46 -0.22
Cl -1.536109 1.460832 -0.966943 -0.16 -0.18 -0.35
P 1.474226 2.906551 0.680980 0.45 -0.47 -0.85
C 0.656512 4.547038 0.228288 0.22 -0.30 -0.10
C 2.220840 3.069001 2.374847 0.00 0.05 -0.37
C 2.776405 2.768201 -0.653252 0.30 1.04 0.02
C -0.855077 4.593773 0.426065 -0.25 0.12 -0.07
H 0.860794 4.574246 -0.856876 -0.13 0.09 0.29
C 1.287369 5.796111 0.874116 0.06 0.06 0.03
H 1.232141 5.773253 1.973127 0.05 -0.05 -0.35
H 0.697965 6.664109 0.545599 0.18 -0.17 0.08
H 2.324179 5.978264 0.566652 -0.23 -0.16 0.19
H -1.375961 3.822520 -0.146994 0.12 0.16 0.24
H -1.199919 5.568977 0.055433 -0.02 -0.18 0.12
H -1.146248 4.514043 1.482482 0.11 -0.02 -0.25
H 2.152151 2.698094 -1.560379 -0.06 0.02 0.28
C 3.677091 1.530995 -0.628084 0.42 -0.41 -0.10
C 3.629207 4.043157 -0.830707 0.05 0.01 -0.14
H 3.052362 4.894768 -1.209797 0.09 -0.13 0.18
H 4.396334 3.818234 -1.579076 -0.07 0.16 0.10
H 4.147900 4.340807 0.090103 -0.10 -0.08 -0.14
H 3.790816 1.047685 0.346691 -0.12 0.01 -0.40
H 4.682481 1.821173 -0.970060 -0.27 -0.13 0.20
H 3.313877 0.776072 -1.328780 0.07 0.02 0.28
C 1.166849 3.276206 3.472031 0.04 0.13 0.07
H 2.827986 3.982981 2.259623 -0.11 -0.17 0.14
C 3.143282 1.902178 2.755086 0.21 0.03 0.18
H 0.466170 4.094052 3.268037 0.12 -0.15 -0.05
H 1.694483 3.518630 4.405321 -0.13 -0.07 -0.19
H 0.590741 2.359172 3.640648 0.13 0.19 -0.09
H 2.589284 0.965711 2.916612 0.18 0.28 -0.15
H 3.631897 2.168314 3.703741 -0.14 -0.13 -0.17
H 3.941258 1.721649 2.028944 -0.24 0.07 0.27
Cl -0.089633 -0.031096 2.539151 -0.13 -0.02 -0.38
H -0.223121 2.279827 1.289292 -0.41 1.22 1.10
P -2.622736 -2.908300 -1.198063 0.58 1.00 0.27
C -1.941151 -3.038565 -2.859889 0.14 0.16 -0.56
C -2.322656 -4.187205 0.058783 -0.33 -0.62 0.14
C -3.982059 -1.708076 -1.095002 -0.18 0.31 0.14
C -0.441647 -2.673181 -2.812057 0.22 -0.10 -0.08
H -2.467932 -2.249483 -3.435077 0.14 -0.23 0.43
C -2.252301 -4.367870 -3.551334 -0.11 -0.16 0.12
H -1.786903 -5.218588 -3.041594 0.01 0.15 -0.16
H -1.880466 -4.309894 -4.577511 0.01 -0.15 0.12
H -3.334808 -4.541112 -3.586655 0.18 -0.03 -0.05
H -0.308028 -1.629329 -2.504724 0.03 -0.19 -0.03
H -0.006301 -2.800379 -3.814697 -0.15 0.05 0.27
H 0.131181 -3.304820 -2.119073 -0.09 0.17 -0.24
H -3.737427 -0.965710 -1.882385 0.13 -0.39 0.37
C -3.994998 -0.972400 0.263711 -0.04 0.04 0.01
C -5.335608 -2.336814 -1.450728 -0.08 0.03 -0.05
H -5.377770 -2.594280 -2.514113 -0.06 0.03 0.15
H -6.121459 -1.600831 -1.232818 0.08 -0.28 -0.09
H -5.519629 -3.250982 -0.875629 -0.09 0.22 0.02
H -2.976321 -0.801784 0.637517 -0.33 0.00 -0.01
H -4.572461 -1.524733 1.020071 0.23 0.19 -0.28
H -4.460819 0.011452 0.123641 0.06 -0.25 0.06
C -0.868532 -4.692708 0.022324 0.19 0.04 -0.06
H -3.007208 -4.989347 -0.283322 0.23 0.02 0.32
C -2.717885 -3.732398 1.480405 0.03 0.23 -0.15
H -0.551454 -5.028225 -0.970424 -0.06 0.04 0.20
H -0.757370 -5.540110 0.713041 -0.18 0.22 -0.19
H -0.166200 -3.924675 0.366165 -0.07 -0.11 -0.08
H -2.094880 -2.888419 1.806823 -0.11 -0.21 -0.11
H -2.545799 -4.551401 2.187362 -0.02 0.07 -0.26
H -3.767172 -3.432990 1.544185 0.14 -0.12 0.03
F 2.406202 -4.003958 -1.069039 -0.04 -0.22 -0.05
Te 3.098212 -2.703613 0.284229 0.17 0.38 -0.11
F 4.516167 -2.132036 -0.970542 -0.03 -0.16 0.14
F 4.312787 -4.061825 0.750737 -0.35 0.31 -0.15
F 1.914142 -3.589483 1.612087 -0.10 -0.19 0.13
F 3.967363 -1.666806 1.729537 0.05 -0.11 0.00
O 1.356138 -0.215420 -0.366472 -0.78 1.47 0.42

=====

Entry 2:
69
Properties=species:S:1:pos:R:3:forces:R:3 method="wB97M-V/def2-TZVPD" e_homo_ev=-4.756 energy_ev=-40016.3701 charge=-1 gap_ev=7.6
O 3.265090 1.775350 0.927271 0.03 -0.14 -0.20
C 3.069126 0.456662 1.457898 -0.01 0.11 0.00
C 3.769562 -0.621466 0.637832 0.13 -0.04 0.01
C 3.081865 -1.985426 0.762045 0.08 -0.03 -0.03
C 1.987659 -2.192169 -0.293483 0.01 -0.02 0.10
B 0.830586 -1.069509 -0.329684 -0.11 -0.09 -0.24
O -0.309270 -1.466633 -1.231447 0.14 0.14 0.14
C -1.378628 -0.746312 -0.702068 -0.01 0.17 -0.07
C -1.220915 -0.932297 0.808712 0.22 -0.19 0.02
S -2.096021 0.412558 1.703644 -0.02 0.06 -0.03
O 0.143539 -0.942885 1.024433 -0.14 -0.02 0.00
H 2.859079 1.744550 0.049323 -0.03 0.06 0.14
H 3.486271 0.478808 2.467853 -0.04 0.03 0.02
H 2.001726 0.247237 1.532875 0.02 -0.02 0.00
H 4.818980 -0.674241 0.947965 0.00 -0.02 -0.03
H 3.772458 -0.327818 -0.417328 -0.05 0.05 0.04
H 2.656186 -2.071910 1.768641 -0.05 -0.03 -0.02
H 3.834407 -2.778698 0.680059 0.00 0.01 0.03
H 1.521080 -3.173310 -0.129018 -0.02 0.01 -0.02
H 2.476978 -2.238326 -1.276107 -0.03 -0.01 -0.03
H 1.250966 0.049455 -0.705238 0.02 0.02 0.10
H -2.341832 -1.083221 -1.098699 0.02 -0.09 0.06
H -1.270170 0.333212 -0.911601 -0.06 -0.02 -0.09
H -1.671726 -1.877659 1.138633 -0.09 0.06 0.03
H -1.752171 -0.018228 2.921884 -0.02 0.00 0.06
C 2.907485 4.521228 2.803842 0.01 -0.02 0.04
C 2.159183 4.841621 1.522278 -0.01 -0.03 -0.01
N 1.486338 6.133803 1.553724 0.02 -0.01 0.00
C 0.504533 6.303495 0.499061 -0.06 0.00 -0.01
C 1.000226 6.320960 -0.952409 -0.02 0.02 -0.01
C 2.335405 7.276849 1.832199 0.01 0.04 0.01
C 3.552799 7.503674 0.925225 0.00 0.02 0.01
H 2.248851 4.620944 3.668860 0.00 0.03 0.00
H 3.264476 3.494070 2.746612 0.00 0.01 -0.01
H 3.773312 5.170580 2.952663 -0.01 0.02 0.00
H 1.392032 4.079117 1.370950 0.00 0.00 -0.02
H 2.854391 4.741997 0.675184 0.00 -0.01 0.00
H -0.045066 7.228763 0.699918 0.01 0.00 0.00
H -0.217749 5.488749 0.603089 0.02 -0.01 0.00
H 1.545056 7.234817 -1.190156 0.02 -0.01 0.01
H 0.147557 6.259970 -1.632051 0.00 0.00 0.00
H 1.649067 5.470306 -1.163293 0.00 -0.01 0.01
H 2.693533 7.186312 2.861169 0.01 -0.03 0.00
H 1.699607 8.167115 1.815348 0.00 0.00 -0.01
H 4.133896 6.588354 0.804905 0.00 0.00 0.02
H 4.210181 8.253972 1.370876 -0.01 0.01 0.00
H 3.272724 7.856197 -0.066751 0.00 -0.03 -0.01
C -3.292377 -6.250941 0.642185 -0.01 -0.01 0.01
C -3.864223 -6.312124 -0.766347 0.01 -0.01 0.00
N -4.273224 -5.012775 -1.263306 0.00 -0.01 0.02
C -5.097888 -5.079455 -2.453135 -0.04 0.01 -0.02
C -4.475174 -5.650084 -3.734052 -0.02 0.01 -0.02
C -3.235286 -3.983332 -1.256643 0.04 0.03 0.00
C -1.923555 -4.274881 -1.989224 0.02 0.04 0.02
H -3.981920 -5.735977 1.312780 0.00 0.01 -0.01
H -3.127947 -7.261413 1.020796 0.00 0.00 0.00
H -2.335853 -5.728849 0.671007 0.00 0.01 -0.01
H -4.756027 -6.947761 -0.761077 0.00 0.00 -0.01
H -3.132805 -6.814045 -1.421148 0.00 0.00 0.00
H -5.465452 -4.069769 -2.657010 0.01 0.00 0.00
H -5.978686 -5.681621 -2.202452 0.01 -0.01 0.01
H -3.735329 -4.975752 -4.162127 0.02 -0.01 0.02
H -5.254712 -5.807694 -4.483583 0.00 0.00 0.00
H -3.992084 -6.611311 -3.552187 0.00 0.00 0.01
H -3.001825 -3.750758 -0.215138 0.00 -0.02 0.01
H -3.684819 -3.072751 -1.660092 -0.01 -0.01 -0.01
H -1.530532 -5.261468 -1.731510 0.00 0.00 0.01
H -1.179387 -3.528956 -1.700386 0.00 0.02 -0.04
H -2.033555 -4.228897 -3.072989 -0.01 -0.05 0.00